This record from the OMol25 dataset describes 3 unconnected molecules or ions with the total composition C3H9NO4 at a distorted geometry. The level of theory is wB97M-V/def2-TZVPD.

**ΔE to the lowest compared entry with this formula, charge and spin**: 30.39 kJ/mol
**E_HOMO**: -10.25 eV
**2S+1**: 1
**SMILES**: CC(=O)NC=O.O.O
**Calculated total energy**: -475.42928 Eh

XYZ file:
```
17
Properties=species:S:1:pos:R:3:forces:R:3
O -0.795248 2.116345 -1.279919 0.567 0.195 0.130
O -2.462445 -0.557327 1.631688 -0.212 0.325 -0.785
O -0.290019 -2.113544 -2.354822 0.582 -0.546 0.424
O 2.232103 -0.765580 1.808840 -0.015 -0.468 0.292
N -0.243237 0.087889 -1.977196 1.254 -1.422 1.037
C 0.123208 -1.229989 -1.650235 -1.065 0.940 -0.543
C 0.678260 0.977971 0.188404 0.646 0.237 -0.029
C -0.094893 1.139331 -1.081007 -2.148 1.154 -0.554
H -3.063980 -0.904088 0.955386 0.094 -0.363 0.356
H -2.348731 0.337277 1.282892 0.153 0.111 0.373
H 0.045897 0.400100 0.856797 0.118 -0.452 0.019
H 1.649263 0.496473 0.049453 -0.444 -0.059 0.023
H 0.834921 1.928328 0.718450 -0.197 -0.037 -0.685
H 2.572260 0.126393 1.918182 -0.066 -0.017 0.251
H -0.940411 0.101876 -2.720062 0.249 0.628 0.268
H 1.428685 -0.831115 2.346976 0.382 0.128 -0.098
H 0.674364 -1.310348 -0.693823 0.101 -0.353 -0.478
```
Forces are in eV/Å.

***

This record from the OMol25 dataset describes 14 unconnected molecules or ions with the total composition C20H68N6O14 at a distorted geometry. The level of theory is wB97M-V/def2-TZVPD.

**ΔE to the lowest compared entry with this formula, charge and spin**: 0.00 kJ/mol
**E_HOMO**: -9.32 eV
**2S+1**: 1
**Calculated total energy**: -2184.54120 Eh

XYZ file:
```
108
Properties=species:S:1:pos:R:3:forces:R:3
O 4.646667 -3.442435 -0.737676 2.165 0.715 -0.614
O 2.007667 -0.441435 -4.247676 3.896 2.526 2.541
O 0.068667 -1.333435 0.124324 -0.808 -1.223 -0.463
O -2.079333 -1.332435 1.778324 1.732 -0.604 0.636
O 1.565667 2.569565 -2.090676 0.746 -0.506 -0.461
O -1.376333 4.793565 2.767324 1.600 1.173 0.840
O -0.822333 6.098565 -2.935676 1.239 -0.325 0.341
O -4.240333 2.509565 -4.365676 -1.300 -0.528 0.136
O -0.343333 -4.776435 4.614324 -3.040 3.856 -4.232
O 4.801667 -0.577435 -0.185676 0.525 2.562 -1.156
O 0.607667 -1.249435 4.627324 1.567 0.867 -0.325
O -2.459333 -1.518435 -2.551676 3.687 -0.379 -0.855
O -0.560333 -4.489435 -0.955676 2.194 -0.551 1.894
O 2.831667 2.934565 4.227324 1.093 -0.962 0.483
N 3.482667 1.229565 -3.486676 2.918 3.717 0.153
N -0.385333 -2.492435 -2.750676 1.270 -4.139 2.411
N -0.610333 -3.910435 2.457324 1.810 -1.867 -4.585
N -0.676333 -0.640435 -3.715676 -0.139 3.024 -1.452
N 3.365667 -0.686435 -2.459676 0.112 -3.005 1.988
N -1.687333 -2.921435 4.012324 -3.546 3.306 4.259
C -2.314333 3.782565 0.764324 -0.409 0.321 -0.107
C 1.940667 3.181565 -0.859676 -0.008 0.824 -0.764
C 4.196667 -0.237435 1.009324 1.389 -0.008 2.197
C -4.416333 -1.266435 1.913324 -0.258 0.543 0.642
C 1.235667 2.693565 2.496324 0.975 -0.224 1.663
C 2.516667 -3.278435 0.328324 -0.217 -0.103 -1.604
C 2.624667 2.255565 2.989324 -0.815 1.095 -0.722
C -2.217333 3.814565 2.283324 -0.779 -1.725 -0.082
C -0.921333 -3.917435 3.717324 3.571 -4.447 4.879
C -1.208333 4.742565 -2.743676 -0.289 0.065 0.775
C -3.559333 1.493565 -2.269676 -0.572 -0.712 -0.425
C -1.912333 -4.456435 -0.609676 -1.021 -0.714 -1.127
C 0.432667 -0.020435 -0.185676 -0.749 1.711 -1.066
C 3.597667 -4.183435 -0.263676 -2.597 -1.796 0.161
C 1.197667 -1.414435 3.336324 -0.512 -0.668 1.099
C -4.513333 1.386565 -3.515676 1.055 0.744 1.295
C -0.760333 0.924565 -0.347676 0.683 0.251 -1.299
C -1.217333 -1.539435 -2.956676 -6.151 1.588 0.124
C -3.175333 -1.026435 1.026324 -2.626 2.283 0.841
C 2.963667 0.053565 -3.420676 -5.658 -4.641 -4.081
H 3.056667 -4.742435 -1.093676 0.863 0.381 0.608
H -0.747333 -3.320435 -2.312676 0.549 -0.049 0.119
H 2.651667 4.063565 -0.973676 -0.506 -1.211 0.023
H -4.406333 0.405565 -4.021676 0.148 0.539 0.206
H -1.313333 -1.150435 1.210324 0.500 -0.243 0.147
H 1.095667 0.415565 0.534324 0.713 -0.335 0.481
H -2.522333 1.513565 -2.612676 0.053 -0.630 -0.020
H 0.470667 -1.133435 2.628324 -0.712 0.515 -1.315
H 3.392667 2.570565 2.272324 0.052 -0.198 0.011
H -3.201333 -1.550435 0.086324 -0.133 -0.168 -0.560
H -0.473333 1.864565 -0.895676 -0.082 -0.993 0.538
H -2.209333 -3.464435 -0.294676 -0.344 0.181 0.182
H 5.425667 -4.022435 -0.844676 -0.576 0.534 -0.033
H -3.335333 2.409565 -4.591676 1.299 0.137 -0.542
H -1.974333 -2.799435 5.020324 0.558 -0.504 -1.719
H -0.118333 -1.845435 4.548324 -1.035 -0.571 0.545
H -0.846333 -3.294435 1.685324 -0.614 0.463 1.101
H -0.248333 -1.673435 -0.755676 0.202 -0.186 1.166
H -2.746333 4.707565 0.382324 -0.045 0.045 -0.045
H -3.162333 0.100565 0.863324 -0.187 -1.199 -0.396
H -2.874333 2.926565 0.297324 0.438 0.708 0.941
H -2.101333 -5.223435 0.134324 -0.484 0.050 0.153
H 0.303667 -0.589435 -3.887676 0.951 -0.100 -0.345
H -4.596333 -2.318435 2.218324 -0.021 0.421 -0.742
H 3.877667 -0.367435 -1.667676 0.766 0.199 0.698
H -1.791333 2.855565 2.564324 -0.135 -0.589 0.184
H 2.086667 -0.855435 3.188324 0.780 0.736 0.301
H -2.100333 -2.225435 3.365324 0.690 -0.936 0.027
H 1.552667 -3.796435 0.350324 0.403 0.053 0.401
H 2.313667 2.431565 -0.155676 0.057 0.284 0.141
H 0.585667 -2.442435 -2.948676 0.485 0.057 -0.551
H -0.079333 -4.580435 -0.094676 -0.287 0.131 -1.475
H -1.214333 1.204565 0.571324 -0.385 0.138 0.944
H 2.310667 -2.401435 -0.302676 0.206 -0.356 -0.282
H -3.756333 0.668565 -1.560676 0.454 0.145 -0.513
H 3.175667 -0.537435 0.988324 -1.156 0.302 0.201
H 4.376667 0.842565 1.242324 -0.453 -0.952 -0.386
H -0.083333 -4.691435 2.119324 0.338 -0.366 0.454
H -3.138333 3.943565 2.838324 -0.864 -0.361 -0.439
H 3.296667 1.704565 -4.344676 0.177 0.633 -0.303
H -3.595333 2.407565 -1.684676 -0.820 0.434 -0.286
H -1.380333 6.449565 -3.610676 -0.411 0.431 -0.583
H 0.804667 2.134565 1.712324 -0.226 -0.783 -0.911
H -5.304333 -0.770435 1.457324 0.449 -0.780 0.250
H -1.480333 0.405565 -0.972676 -0.333 0.045 -0.055
H 3.949667 -4.952435 0.457324 -0.341 0.450 -0.196
H -1.795333 4.754565 -1.818676 -0.094 -0.568 -0.157
H -1.834333 4.451565 -3.572676 -0.295 -0.498 -0.172
H -5.537333 1.496565 -3.199676 -0.410 -0.011 0.051
H -4.282333 -0.754435 2.907324 0.137 -0.164 -0.967
H -1.132333 4.514565 3.675324 -0.101 0.523 -0.879
H 0.864667 -0.086435 -1.166676 0.928 0.470 -0.442
H 4.344667 1.473565 -2.902676 -1.757 -0.513 -1.542
H 1.000667 3.626565 -0.515676 0.287 -0.144 0.433
H 2.593667 1.182565 3.064324 0.379 -0.538 0.398
H 4.683667 -0.832435 1.834324 -0.485 0.674 -0.431
H 2.960667 -1.612435 -2.372676 0.172 0.403 -0.127
H 2.757667 -2.837435 1.248324 0.327 0.166 1.626
H 3.615667 2.532565 4.680324 -1.070 0.578 -0.613
H -1.291333 3.732565 0.414324 0.251 -0.010 -0.305
H 4.965667 -1.485435 -0.218676 0.363 -2.587 -0.128
H 1.218667 3.715565 2.251324 0.100 1.399 -0.515
H 1.419667 -2.454435 3.172324 0.315 -0.547 -0.108
H -0.381333 4.007565 -2.627676 -0.153 0.856 -0.249
H -2.401333 -4.718435 -1.567676 -0.411 0.236 0.763
H -1.214333 0.100565 -4.083676 -0.625 0.668 0.011
H 2.277667 1.995565 -2.496676 -1.014 1.303 0.936
H 0.612667 2.608565 3.369324 -0.559 -0.240 0.355
```
Forces are in eV/Å.

***

This record from the OMol25 dataset describes C20H26N2O5S2 in the gas phase at a distorted geometry. The level of theory is wB97M-V/def2-TZVPD.

**ΔE to the lowest compared entry with this formula, charge and spin**: 74.15 kJ/mol
**E_HOMO**: -8.54 eV
**2S+1**: 1
**SMILES**: COc1ccc(S(=O)(=O)N2CCC(C)CC2)cc1N(C)S(=O)(=O)c1ccccc1
**Calculated total energy**: -2059.76103 Eh

XYZ file:
```
55
Properties=species:S:1:pos:R:3:forces:R:3
S 3.363853 -1.261188 0.316316 0.237 0.147 0.040
S -2.931147 -0.387822 -1.371473 0.002 0.203 -0.278
O -2.476096 -1.522365 1.134589 0.685 -0.277 -0.072
O 3.990413 -1.559730 1.570659 -0.261 0.186 0.133
O -4.112085 -1.171199 -1.194243 -0.016 -0.051 0.310
O -2.817214 0.341306 -2.603854 0.243 0.110 -0.103
O 3.609356 -2.110816 -0.811867 -0.262 0.142 -0.178
N 3.858348 0.257987 -0.112334 -0.195 -1.003 0.228
N -1.548832 -1.401051 -1.325659 -0.944 0.486 0.047
C 1.591470 -1.223333 0.603473 0.724 -0.106 0.084
C 2.598443 2.775607 -0.749975 -0.437 -0.067 0.025
C 2.565021 2.204957 0.670813 0.390 0.091 -0.213
C -2.606016 2.712512 1.935524 0.034 0.014 0.029
C -0.260263 -1.253992 2.109012 -0.153 0.011 -0.058
C 2.568881 1.605187 -1.735020 0.427 0.170 0.132
C -3.059558 -1.647621 2.410836 -0.112 0.021 0.217
C -2.774632 0.813248 -0.046906 0.077 -0.281 -0.374
C -3.876458 1.059842 0.748726 -0.121 -0.106 -0.023
C 0.739710 -1.298998 -0.483974 -0.464 -0.026 -0.159
C 1.457646 3.754925 -1.009711 0.350 -0.121 0.045
C -1.103351 -1.768883 -2.651164 -0.052 0.084 -0.443
C -3.790957 2.018137 1.745248 -0.023 -0.023 -0.090
C 3.766445 0.686067 -1.485092 -0.252 -0.101 -0.662
C 3.780226 1.297669 0.881159 -0.240 0.264 0.598
C -1.130916 -1.362571 1.037067 0.055 -0.236 0.064
C -1.512268 2.467504 1.120882 -0.020 -0.019 -0.046
C -1.599545 1.519618 0.112892 0.085 0.137 -0.092
C 1.109929 -1.176736 1.891534 0.066 0.010 0.005
C -0.636961 -1.337041 -0.289476 0.433 0.039 0.908
H -0.474763 -2.655720 -2.584963 -0.059 -0.003 0.064
H -2.631280 -2.488959 2.963357 -0.004 0.036 -0.042
H 4.696587 1.898201 0.824779 -0.034 -0.068 0.053
H -0.594794 3.016372 1.268383 0.101 0.044 -0.015
H 1.471516 4.559899 -0.278067 -0.062 0.121 0.073
H 1.647480 1.628973 0.817155 -0.087 0.005 0.030
H 1.638605 1.048007 -1.603670 -0.092 -0.005 -0.035
H 1.805207 -1.124306 2.712649 0.042 -0.028 0.158
H -0.563631 -0.958906 -3.150622 0.029 -0.066 -0.024
H 4.691496 1.219550 -1.737144 -0.039 -0.070 0.006
H 2.605581 1.970990 -2.762337 -0.046 -0.015 -0.065
H 0.493651 3.255782 -0.957089 -0.162 -0.059 0.007
H 3.715290 -0.220238 -2.088499 0.110 0.183 -0.155
H -2.535878 3.453018 2.718113 0.004 0.063 0.069
H 3.546511 3.311393 -0.878409 0.045 -0.009 -0.002
H -4.773396 0.487324 0.576204 -0.165 -0.055 0.064
H 1.556597 4.193553 -1.999863 -0.065 0.073 -0.114
H -2.948177 -0.727276 2.993761 0.009 -0.039 -0.038
H 2.587469 3.011041 1.406432 -0.043 0.026 0.061
H -0.634058 -1.259801 3.119848 -0.075 0.000 0.088
H 1.170310 -1.360341 -1.469078 -0.056 -0.006 -0.224
H -4.645453 2.221678 2.372650 -0.084 0.007 0.035
H -1.993325 -1.996764 -3.233779 0.170 -0.106 -0.177
H -4.115080 -1.835053 2.224370 0.036 0.011 0.072
H 3.752289 0.801174 1.851136 0.109 0.228 0.080
H -0.768078 1.326064 -0.546503 0.162 0.034 -0.044
```
Forces are in eV/Å.

***

This record from the OMol25 dataset describes a molecular structure, C21H22BrN6O8P2RuS. The level of theory is wB97M-V/def2-TZVPD.

**ΔE to the lowest compared entry with this formula, charge and spin**: 410.55 kJ/mol
**E_HOMO (spin up / spin down)**: -10.81 / -10.80 eV
**Net charge**: +1
**2S+1**: 1
**Calculated total energy**: -5493.56425 Eh

XYZ file:
```
62
Properties=species:S:1:pos:R:3:forces:R:3
Ru -0.370945 0.447209 -0.224984 0.328 -0.096 -0.490
Br -3.859325 1.484426 -0.956503 -0.032 -0.008 -0.003
S -0.561825 0.479246 -2.417772 -0.102 -0.071 0.338
P 3.181755 1.228856 1.401791 0.083 -0.044 0.053
P 0.493964 0.744158 3.042547 0.023 0.019 -0.040
O 1.880710 1.903833 0.617430 -0.091 -0.004 -0.052
O 0.147773 -1.502566 -0.105823 0.112 0.041 -0.029
O -0.357362 0.380770 1.844710 -0.067 0.108 0.077
O 0.160845 0.139143 4.353300 0.014 -0.016 0.021
O 3.540459 2.490499 2.394858 -0.005 -0.022 0.009
O 0.720844 2.324494 3.171037 0.005 -0.031 0.012
O 1.500923 0.784536 -0.212593 -0.166 -0.081 0.177
O -0.283663 -3.194946 1.296411 -0.049 0.013 -0.039
N -0.730339 2.421432 -0.396245 -0.177 -0.052 -0.047
N -0.225609 2.196713 -4.817540 -0.031 0.033 0.217
N -0.622755 3.013974 -1.510467 0.072 -0.073 -0.250
N -0.374723 2.853822 -3.741152 0.021 -0.229 -0.152
N -2.257595 -0.517169 0.129113 0.099 -0.018 0.051
N 2.863872 0.451497 4.079821 0.040 -0.050 -0.012
C -3.516036 -0.098364 0.005970 0.021 0.048 -0.029
C -0.476137 2.190329 -2.584381 0.005 0.282 0.048
C -3.049954 -2.466443 1.265528 0.011 0.001 -0.005
C 0.048561 3.924445 -8.594673 0.003 0.007 -0.016
C 2.306813 -1.244569 2.381046 0.013 0.023 0.002
C -2.037957 -1.708072 0.721462 -0.019 0.036 -0.009
C -2.237291 3.765329 2.700656 0.017 0.006 0.030
C -0.662482 5.370097 1.842281 -0.003 -0.006 0.005
C -0.139693 2.813966 -6.086446 -0.012 0.072 -0.045
C -1.939046 2.908189 1.651802 0.028 -0.014 -0.025
C -4.349273 -1.996599 1.174332 -0.018 -0.010 0.008
C 0.182179 2.552505 -8.439218 -0.001 0.008 -0.001
C -1.593495 4.992556 2.802517 -0.011 0.000 -0.002
C 2.239698 0.242624 2.713034 -0.017 0.003 -0.034
C -0.607246 -2.206251 0.682731 -0.020 -0.080 0.059
C 0.088171 1.987283 -7.178711 -0.005 0.027 0.025
C -0.181318 4.736195 -7.489579 0.004 -0.008 0.000
C -0.378095 4.532432 0.777447 0.005 -0.016 0.027
C -0.279999 4.189639 -6.222753 0.005 -0.031 -0.024
C -4.592537 -0.803383 0.516351 0.005 0.004 -0.002
C -1.017021 3.302547 0.693001 -0.018 0.113 0.121
H -5.592123 -0.417043 0.387409 0.002 0.002 -0.001
H -2.971848 3.470722 3.438820 0.004 0.004 0.002
H 0.360016 1.920546 -9.298044 0.000 -0.002 0.000
H 3.691101 -0.129460 4.215656 0.001 0.018 0.001
H 2.121257 0.188635 4.757748 -0.007 0.026 0.004
H 0.192017 0.916595 -7.046337 0.000 -0.002 0.005
H -0.027040 2.798998 3.560541 -0.032 0.026 -0.014
H -0.461862 4.807792 -5.355708 0.000 -0.006 0.005
H -5.172981 -2.560461 1.591102 0.002 0.000 0.001
H 1.896785 -1.424275 1.387257 -0.004 0.005 0.000
H 1.728106 -1.838294 3.090575 0.000 -0.003 -0.001
H 4.314729 2.976516 2.089531 0.006 0.010 -0.006
H -0.155777 6.322206 1.923523 -0.002 0.002 -0.001
H -2.789311 -3.403008 1.736692 0.003 0.000 -0.001
H -2.413549 1.940760 1.585309 -0.001 0.001 0.002
H -0.286939 5.804682 -7.617191 -0.001 0.002 0.002
H -0.165800 1.175450 -4.792246 -0.001 0.067 0.021
H 0.349356 4.811706 0.028396 -0.009 -0.020 -0.014
H 3.345484 -1.588224 2.376640 -0.006 -0.011 0.001
H -1.821632 5.656759 3.625517 -0.001 -0.002 0.002
H 0.121776 4.364668 -9.579610 0.000 -0.002 0.000
H 3.111992 1.438154 4.200085 -0.024 0.004 0.015
```
Forces are in eV/Å.

***

Q: The lowest ΔE to the lowest compared entry with this formula, charge and spin belongs to which entry?
A: C20H68N6O14